38
Properties=species:S:1:pos:R:3:forces:R:3:lowdin_charge:R:1 method="wB97M-V/def2-TZVPD" charge=-1 e_above_lowest_kcal_mol=56.0 energy_ev=-87623.6701
H -2.163 0.830 -2.503 0.028 1.437 1.169 0.1214
H 4.214 -0.059 0.537 -0.982 1.139 -0.530 0.0588
H -4.021 2.529 -0.491 0.620 -1.162 -1.086 0.1245
H -4.432 1.730 -2.103 0.806 -0.330 1.497 0.1227
H 0.451 -5.243 -0.579 -0.143 1.795 0.279 0.0589
C -1.245 1.127 -0.474 0.644 0.396 -0.616 -0.3189
C 1.492 -1.581 -1.374 -0.229 -0.290 -0.484 -0.5798
N 3.713 2.106 0.617 0.162 -0.856 1.068 -0.2249
C -2.236 1.600 -1.646 -0.552 -0.390 1.005 -0.1862
C -4.239 0.724 0.962 -3.105 1.533 0.273 -0.2427
H 0.452 -1.668 -1.873 1.663 0.029 0.693 0.0184
H -0.546 -3.676 -0.882 1.381 -0.700 0.729 0.0730
Ga 1.596 0.038 -0.063 0.002 0.486 -1.068 0.0534
H 0.377 1.419 -1.980 0.017 0.036 1.459 0.0510
H -3.364 0.393 1.631 -1.153 0.196 -1.188 0.1582
H -1.352 -0.004 -0.372 0.006 1.470 0.089 0.0831
C 3.531 0.732 0.037 0.859 -0.580 -0.810 -0.3331
C 0.288 1.465 -0.833 -0.537 0.319 -0.415 -0.2973
H 1.690 2.594 1.397 1.573 -0.685 0.351 0.0524
H 2.291 -1.439 -2.199 -1.353 -0.293 1.156 0.0100
H 3.909 0.792 -1.058 -0.603 -0.203 1.543 0.0540
C 2.769 2.409 1.729 0.572 1.107 1.304 -0.2374
C 0.305 -4.141 -0.269 -0.212 -0.233 0.730 -0.5428
H 3.122 3.416 2.185 -0.575 -1.401 -0.708 0.0768
C -3.764 1.638 -1.170 -0.051 0.789 -0.797 -0.1954
O -5.240 1.340 1.413 4.039 -2.390 -1.566 0.0149
H -0.825 -3.231 1.448 1.331 -1.279 -0.114 0.0305
H 4.644 2.071 1.078 -0.841 0.396 -0.573 0.0794
I 0.660 -0.585 2.354 -0.044 0.013 -0.088 0.2484
H 2.843 1.658 2.605 -0.537 0.945 -1.435 0.0454
O -4.156 0.416 -0.434 0.666 1.341 1.998 -0.1215
H 0.833 -3.853 1.950 -1.217 -0.556 -0.952 0.0337
H -0.616 -5.045 1.603 0.931 1.152 -0.298 0.0585
H 0.605 2.535 -0.535 -0.763 -1.541 -0.439 0.0478
C -0.067 -4.088 1.293 -1.096 0.497 -0.375 -0.2460
H -1.477 1.621 0.531 0.049 -0.709 -1.316 0.0969
S 1.925 -3.230 -0.551 -1.015 0.083 -0.717 0.6372
H -1.964 2.661 -1.982 -0.339 -1.561 0.236 0.1165